Molecular formula: C5H8O2
Method: DFT, wB97M-V/def2-TZVPD

Each line ends with the Mulliken charge.
Atoms and positions in Å:
C  0.138  1.922  0.773  -0.96
H  0.668  -2.162  0.990  0.26
H  1.482  0.248  -1.231  0.31
C  -0.319  0.559  1.123  -0.49
C  0.102  -1.882  0.093  -0.58
H  0.273  2.155  -0.293  0.31
H  -0.736  -2.577  -0.050  0.25
H  -0.449  2.707  1.262  0.35
H  1.131  1.946  1.254  0.31
H  0.050  -0.228  -2.201  0.26
H  -2.017  -0.065  0.702  0.38
C  -0.268  -0.403  -0.001  1.14
O  -1.643  -0.047  -0.206  -0.50
O  0.932  -1.779  -1.072  -0.41
C  0.596  -0.401  -1.266  -0.61

Summary:
LUMO level   0.427 eV
Gap between HOMO and LUMO   0.33859 hartree
Relative energy (zero: lowest compared OMol25 entry of this formula, charge and spin)   120.41 kcal/mol
Net charge   0
E_HOMO   -8.786 eV

***

Molecular formula: C56H60As2ClN2O7S4V
Method: DFT, wB97M-V/def2-TZVPD

Each line ends with the Löwdin spin population.
Atoms and positions in Å:
H  6.468  2.865  -0.338  0.00
H  -1.826  4.568  0.706  0.00
N  1.799  0.153  -2.040  0.00
C  1.037  -3.983  3.617  0.00
H  -1.817  3.062  3.302  0.00
C  -6.386  -3.504  0.294  0.00
Cl  0.605  -2.904  -7.317  0.00
H  -2.094  3.472  -0.667  0.00
H  0.327  5.088  5.521  0.00
H  -0.032  6.534  3.544  0.00
H  2.910  4.943  0.261  0.00
H  4.284  2.667  -1.287  0.00
C  -0.811  0.434  -5.648  0.00
C  0.059  -2.065  -4.805  0.00
C  -6.412  -1.522  -1.643  0.00
H  -0.326  -0.237  -7.630  0.00
H  7.377  1.210  3.502  0.00
C  -2.833  -2.635  3.396  0.00
C  0.175  3.787  -4.550  0.00
H  -4.673  -0.085  2.557  0.00
C  -3.528  -3.363  -4.900  0.00
C  -2.498  -3.415  -2.321  0.00
C  -0.862  0.111  -4.293  0.00
O  -2.051  2.097  -3.886  0.00
H  -6.406  -0.732  -2.386  0.00
O  -2.783  -1.267  -0.406  0.00
C  2.398  3.550  3.326  0.00
As  0.691  -2.427  2.420  0.00
H  0.629  -2.877  -0.560  0.00
C  -7.584  -3.127  -0.298  0.00
H  1.794  -3.757  4.367  0.00
C  -1.095  2.727  2.554  0.00
C  -0.353  -0.487  -6.578  0.00
C  1.324  5.435  2.305  0.00
C  2.598  -2.023  2.171  0.00
C  0.073  -1.731  -6.150  0.00
H  3.099  -1.756  3.101  0.00
C  -0.621  4.364  -3.396  0.00
H  -2.459  -5.196  -5.199  0.00
C  3.809  -1.826  -2.347  0.00
H  1.667  0.113  6.715  0.00
C  1.720  3.808  4.505  0.00
H  -2.851  2.356  1.338  0.00
H  -0.331  3.491  2.451  0.00
C  4.871  1.775  0.594  0.00
H  1.383  -4.813  3.001  0.00
H  -0.460  -1.405  -2.842  0.00
C  3.905  1.978  -0.529  0.00
S  1.238  2.372  -4.039  0.02
H  -3.822  -2.929  3.042  0.00
H  -8.537  -1.811  -1.699  0.00
H  -0.108  4.204  -2.448  0.00
C  0.927  -0.071  5.945  0.00
H  -0.822  5.430  -3.531  0.00
H  -2.210  0.783  5.069  0.00
H  -2.123  -3.423  3.140  0.00
C  -3.831  0.078  3.232  0.00
C  2.619  -2.059  -1.652  0.00
H  3.487  0.683  1.799  0.00
O  1.627  1.705  0.904  0.00
H  5.085  0.289  3.639  0.00
C  1.215  -0.924  4.895  0.00
C  -3.315  -2.377  -2.733  0.00
N  0.644  0.860  -1.864  -0.01
C  6.162  2.298  0.533  0.00
H  1.885  3.168  5.363  0.00
H  0.415  -3.031  -4.476  0.00
S  -3.686  -1.032  -1.566  0.00
C  -1.524  3.625  0.244  0.00
H  3.083  2.716  3.268  0.00
C  4.618  -2.867  -2.755  0.00
H  4.073  -0.804  -2.582  0.00
H  0.860  4.523  -4.974  0.00
C  -2.703  -4.405  -4.502  0.00
C  6.676  1.374  2.693  0.00
H  3.639  1.042  -1.015  0.00
H  -8.510  -3.605  -0.005  0.00
H  -0.459  3.661  0.003  0.00
C  2.212  4.366  2.212  0.00
C  -2.189  -4.431  -3.212  0.00
H  2.685  -1.197  1.470  0.00
C  -5.216  -1.919  -1.066  0.00
C  4.497  1.054  1.729  0.00
H  5.535  -2.661  -3.292  0.00
H  -3.624  1.148  3.255  0.00
H  -0.610  1.817  2.898  0.00
C  -0.313  0.541  6.004  0.00
H  -0.552  1.212  6.820  0.00
H  -1.144  1.407  -5.976  0.00
C  0.651  5.696  3.489  0.00
O  -1.299  1.263  0.639  0.00
H  1.172  6.074  1.443  0.00
C  0.292  -1.176  3.883  0.00
H  -3.924  -3.342  -5.907  0.00
O  1.119  -3.720  -0.714  0.00
O  -1.770  0.604  -2.096  0.00
H  2.758  -5.450  -1.596  0.00
V  -0.604  0.320  -0.553  0.88
C  1.688  -0.964  -1.373  0.01
C  -0.970  -0.559  3.942  0.00
H  -2.102  -3.411  -1.312  0.00
C  0.849  4.883  4.595  0.00
C  5.391  0.856  2.768  0.00
H  -4.461  -1.511  -4.317  0.00
C  -7.599  -2.126  -1.260  0.00
H  8.058  2.502  1.504  0.00
C  -1.762  2.455  1.196  0.01
O  0.601  -1.151  -0.642  0.02
H  2.185  -1.408  4.871  0.00
H  -6.380  -4.272  1.058  0.00
H  3.995  3.854  1.162  0.00
H  -0.492  3.438  -5.336  0.00
S  2.235  2.658  -0.053  0.00
C  -1.247  0.290  5.012  0.00
H  -4.116  -0.259  4.230  0.00
C  2.959  4.101  0.953  0.00
H  4.862  -5.002  -2.830  0.00
H  3.096  -2.893  1.743  0.00
C  4.249  -4.179  -2.486  0.00
H  0.118  -4.281  4.122  0.00
H  -1.545  -5.243  -2.902  0.00
C  -5.199  -2.894  -0.083  0.00
C  0.170  1.676  -2.830  0.05
C  3.073  -4.435  -1.804  0.00
C  7.057  2.095  1.573  0.00
As  -2.281  -0.931  2.506  0.00
H  -2.864  -2.523  4.480  0.00
C  -3.833  -2.340  -4.017  0.00
C  2.256  -3.397  -1.372  0.00
S  -2.287  3.601  -3.267  0.00
C  -1.219  1.137  -3.213  0.01
H  -4.254  -3.151  0.382  0.00
C  -0.421  -1.149  -3.890  0.00

Summary:
LUMO level (alpha / beta)   2.262 / 2.262 eV
Gap between HOMO and LUMO (alpha / beta)   0.17289 / 0.16892 hartree
Relative energy (zero: lowest compared OMol25 entry of this formula, charge and spin)   28.68 kcal/mol
Net charge   -1
E_HOMO (alpha / beta)   -2.443 / -2.335 eV
2S+1   2

***

Molecular formula: C19H16Cl5N5OsS2
Method: DFT, wB97M-V/def2-TZVPD

Each line ends with the Löwdin spin population.
Atoms and positions in Å:
H  -4.374  -2.614  2.906  0.00
C  2.541  -0.085  -1.196  0.01
C  4.979  -0.982  -0.286  0.00
H  -1.692  -3.688  -2.609  0.00
H  -4.954  -4.017  1.998  0.00
C  -2.486  -2.559  -0.987  0.02
C  1.046  -2.292  1.160  0.12
H  -5.630  -2.431  1.672  0.00
H  -2.733  -2.353  -3.090  0.00
N  0.632  1.286  -0.660  0.28
C  0.293  -4.505  0.590  0.13
H  -3.287  3.636  1.231  0.00
N  2.623  -1.174  -0.409  0.01
C  0.735  -4.317  -0.731  -0.02
Cl  0.982  -0.888  2.179  0.11
C  -4.710  -2.958  1.929  0.00
H  3.612  1.446  -2.211  0.00
C  -1.966  -2.658  -2.379  0.02
N  -1.832  -1.873  -0.033  0.05
C  -3.653  -3.103  -0.454  0.00
Os  -0.400  -0.351  -0.328  2.38
C  -3.693  -2.715  0.877  0.02
S  -1.588  4.325  -0.339  0.16
C  3.813  -1.620  0.051  0.00
Cl  -0.442  -5.967  1.043  0.05
C  -3.268  4.200  0.303  0.02
Cl  1.942  -2.905  -2.692  0.03
C  1.188  0.425  -1.568  0.05
C  -1.041  2.699  -0.348  0.09
Cl  -0.200  -3.646  3.109  -0.01
H  -1.086  -2.024  -2.519  0.02
H  1.051  0.646  -2.626  0.01
C  1.351  -3.131  -1.097  0.12
N  0.140  2.480  -0.862  0.12
N  -2.602  -1.959  1.082  0.01
C  0.440  -3.469  1.532  -0.02
H  5.838  0.621  -1.431  0.00
C  3.694  0.574  -1.578  0.00
H  5.918  -1.357  0.095  0.00
H  -3.921  3.743  -0.437  0.01
Cl  0.530  -5.563  -1.881  -0.02
H  -3.580  5.225  0.489  0.00
S  -2.028  1.346  0.210  0.22
H  -2.293  -1.581  1.964  0.00
H  -4.372  -3.724  -0.960  0.00
C  1.448  -2.037  -0.188  0.00
C  4.926  0.122  -1.132  0.00
H  3.785  -2.500  0.678  0.00

Summary:
LUMO level (alpha / beta)   -6.583 / -8.196 eV
Gap between HOMO and LUMO (alpha / beta)   0.22955 / 0.22009 hartree
Net charge   +2
E_HOMO (alpha / beta)   -12.829 / -14.185 eV
2S+1   5

***

Molecular formula: C5H15NOS
Method: DFT, wB97M-V/def2-TZVPD

Each line ends with the Mulliken charge.
Atoms and positions in Å:
H  -3.697  0.059  0.704  0.11
H  -2.196  1.464  1.295  0.44
C  3.023  0.162  0.025  -1.11
H  2.831  -0.252  -0.881  0.35
H  1.538  0.970  1.566  0.34
C  1.594  0.682  0.500  -0.46
H  -0.821  1.013  -0.571  0.19
C  -0.850  0.181  0.114  0.57
H  0.736  -1.107  0.725  0.23
H  -1.668  -0.908  -1.680  0.44
H  0.702  -0.741  -1.668  0.37
H  0.752  -1.760  -2.731  0.34
C  -1.875  -0.808  -0.621  -1.11
H  1.228  1.654  -0.003  0.34
S  -3.647  -0.087  -0.650  -0.20
H  -2.002  -0.101  1.948  0.35
C  -1.443  0.700  1.424  -1.54
H  3.722  0.994  0.194  0.36
H  -1.958  -1.662  -0.054  0.52
O  0.692  -0.743  -2.636  -0.68
H  3.455  -0.589  0.791  0.25
N  0.541  -0.340  0.082  -0.36
H  -0.658  1.220  2.126  0.25

Summary:
LUMO level   0.821 eV
Gap between HOMO and LUMO   0.36393 hartree
Relative energy (zero: lowest compared OMol25 entry of this formula, charge and spin)   34.61 kcal/mol
Net charge   0
E_HOMO   -9.082 eV
SMILES   CCN[C@H](C)CS.O